Density functional theory data (the ωB97M-V functional and the def2-TZVPD basis) for 3 unconnected molecules or ions with the total composition C25H48BO7S2 at a distorted geometry.

## Properties
**Lowest unoccupied orbital energy**: 2.12 eV
**HOMO level**: -5.22 eV
**Net charge**: -1
**Gap between HOMO and LUMO**: 7.35 eV
**E**: -63368.3587 eV
**Energy relative to the best compared isomer or geometry (same formula, charge and spin)**: 1387.1 kJ/mol

Each line ends with the Löwdin charge.
Geometry (Å):
1 C 0.3090 -3.7173 -2.6463  -0.142
2 C 1.5800 -3.3507 -1.6343  -0.248
3 C 2.1773 -1.8539 -1.9624  -0.215
4 C 3.6061 -1.8613 -2.7765  -0.212
5 C 3.8078 -0.5160 -3.7495  -0.218
6 C 4.9172 0.4991 -3.0967  -0.222
7 C 5.0222 1.9703 -3.8122  -0.230
8 C 3.5889 2.6176 -4.2835  -0.227
9 C 2.7990 3.4358 -3.0620  -0.215
10 C 1.6655 2.5330 -2.2952  -0.229
11 C 0.1529 3.2467 -2.3127  -0.240
12 B -0.9159 2.0296 -2.0184  -0.606
13 C -2.4980 2.4272 -2.3969  -0.157
14 C -3.3864 1.0727 -2.1436  -0.249
15 O -2.8915 0.1746 -1.2490  -0.096
16 C -4.7870 0.6650 -2.8951  -0.056
17 C -5.0110 0.7529 -4.5415  -0.017
18 C -6.4752 0.2516 -5.1045  -0.099
19 C -7.7052 -0.3247 -4.1551  -0.099
20 C -7.4917 -0.3891 -2.5006  -0.080
21 C -6.0122 0.1126 -1.9040  -0.014
22 H -0.6451 -3.9390 -2.0009  0.070
23 H 0.5700 -4.7220 -3.2106  0.064
24 H 0.0950 -2.8590 -3.4185  0.076
25 H 2.3906 -4.2094 -1.6439  0.106
26 H 1.1280 -3.3620 -0.5302  0.085
27 H 2.3658 -1.2520 -0.9522  0.110
28 H 1.3093 -1.2649 -2.5219  0.108
29 H 3.5887 -2.7972 -3.4998  0.103
30 H 4.5532 -1.9682 -2.0940  0.106
31 H 4.0694 -0.8913 -4.8411  0.111
32 H 2.7166 -0.0448 -3.8284  0.086
33 H 5.9782 -0.0244 -3.2553  0.110
34 H 4.7506 0.5449 -1.9357  0.114
35 H 5.4593 2.7104 -2.9836  0.103
36 H 5.8339 1.9967 -4.6872  0.106
37 H 2.8801 1.8691 -4.8601  0.106
38 H 3.8583 3.4647 -5.0805  0.098
39 H 3.5791 3.9406 -2.3498  0.096
40 H 2.2106 4.3140 -3.6143  0.098
41 H 1.5455 1.4364 -2.7332  0.077
42 H 2.0112 2.4577 -1.1551  0.111
43 H 0.1047 3.9818 -1.4006  0.087
44 H -0.0235 3.8115 -3.3305  0.085
45 H -0.6472 1.0678 -2.6465  0.034
46 H -0.8521 1.7832 -0.8499  0.042
47 H -2.8492 3.3363 -1.7109  0.112
48 H -2.5175 2.8086 -3.5253  0.096
49 H -4.1245 1.1385 -5.2148  0.093
50 H -6.6452 0.2783 -6.2713  0.068
51 H -8.7221 -0.6972 -4.6550  0.073
52 H -8.3611 -0.7999 -1.8248  0.067
53 H -5.8999 0.0118 -0.7278  0.091
54 O 0.0682 -2.7741 3.4216  -0.300
55 S 1.0733 -2.0420 2.6828  0.619
56 O 2.0886 -2.7109 1.8956  -0.300
57 O 1.8004 -0.9812 3.6829  -0.265
58 C 2.4047 -1.4726 4.8725  -0.287
59 C 3.7131 -2.1842 4.5803  -0.080
60 C 0.2607 -0.8556 1.6417  -0.103
61 H 1.7126 -2.1230 5.4178  0.111
62 H 2.6059 -0.6066 5.5126  0.125
63 H 3.5449 -3.0977 4.0023  0.068
64 H 4.2192 -2.4635 5.5081  0.076
65 H 4.3770 -1.5456 3.9892  0.085
66 H -0.4829 -0.3163 2.2303  0.078
67 H -0.2252 -1.4006 0.8301  0.080
68 H 1.0082 -0.1722 1.2342  0.077
69 O -0.9551 -1.2815 7.9377  -0.292
70 S -1.4114 -0.7912 6.6557  0.623
71 O -0.5247 -0.1158 5.7308  -0.283
72 O -2.7354 0.1311 6.8802  -0.266
73 C -2.6494 1.2400 7.7661  -0.280
74 C -1.8802 2.3916 7.1450  -0.079
75 C -2.2035 -2.1223 5.7882  -0.117
76 H -2.2083 0.9381 8.7220  0.114
77 H -3.6744 1.5671 7.9725  0.122
78 H -0.8301 2.1268 6.9903  0.069
79 H -1.9116 3.2731 7.7906  0.078
80 H -2.2956 2.6506 6.1659  0.089
81 H -2.9036 -2.6188 6.4618  0.073
82 H -1.4282 -2.8215 5.4693  0.060
83 H -2.7198 -1.7177 4.9156  0.082

Density functional theory data (the ωB97M-V functional and the def2-TZVPD basis) for a molecular structure, C24H46N2PPdS5SbSi3 at a distorted geometry.

## Properties
**Lowest unoccupied orbital energy**: -1.09 eV
**HOMO level**: -6.36 eV
**Gap between HOMO and LUMO**: 5.28 eV
**E**: -125734.5024 eV
**Energy relative to the best compared isomer or geometry (same formula, charge and spin)**: 0.0 kJ/mol

Each line ends with the Löwdin charge.
Geometry (Å):
1 Pd 0.2996 -1.3171 0.0374  0.138
2 S -2.9095 -5.5330 5.0183  0.519
3 C -2.2076 -4.6011 3.8681  -1.516
4 S -2.3579 -4.8829 2.1656  0.893
5 C -1.3665 -3.5506 1.6092  -1.168
6 C -0.8422 -2.7804 2.5772  -1.106
7 S 0.1457 -1.3605 2.3109  0.496
8 S -1.2108 -3.2268 4.2271  0.885
9 S -1.1412 -3.2981 -0.0976  0.534
10 N 0.8035 -2.3736 -7.3546  0.181
11 C 0.7024 -2.1971 -6.2244  -0.162
12 C 0.5854 -1.9759 -4.8122  -0.203
13 C 0.8939 -2.9870 -3.9069  0.022
14 C 0.7789 -2.7258 -2.5567  -0.163
15 N 0.3945 -1.5359 -2.0756  -0.087
16 C 0.0704 -0.5795 -2.9511  -0.133
17 C 0.1531 -0.7489 -4.3187  0.018
18 H 1.2110 -3.9630 -4.2445  0.131
19 H 0.9665 -3.4916 -1.8160  0.068
20 H -0.2681 0.3542 -2.5311  0.034
21 H -0.1129 0.0608 -4.9830  0.127
22 C 0.8367 4.0842 -0.0915  -0.222
23 Si -0.5373 3.2241 -1.0505  0.304
24 C 0.1577 2.9181 -2.7792  -0.238
25 C -2.0119 4.3668 -1.2435  -0.218
26 Sb -1.0635 1.0238 0.1823  0.876
27 Si -1.3220 1.9872 2.5535  0.304
28 C -2.3950 0.8878 3.6309  -0.220
29 C -2.1522 3.6776 2.4953  -0.223
30 C 0.3992 2.1823 3.2821  -0.230
31 Si -3.4599 0.3714 -0.4234  0.307
32 C -3.9729 -0.9256 0.8245  -0.206
33 C -3.3882 -0.3993 -2.1346  -0.228
34 C -4.6554 1.8204 -0.4182  -0.215
35 H 1.1362 4.9933 -0.6175  0.036
36 H 1.7152 3.4428 -0.0091  0.011
37 H 0.5360 4.3672 0.9159  0.008
38 H 0.4617 3.8788 -3.2017  0.035
39 H -0.5795 2.4881 -3.4598  0.022
40 H 1.0378 2.2748 -2.7650  0.019
41 H -1.6951 5.3062 -1.7006  0.034
42 H -2.4799 4.5947 -0.2881  0.013
43 H -2.7690 3.9208 -1.8870  0.016
44 H -3.4530 1.0718 3.4374  0.027
45 H -2.2059 1.1260 4.6807  0.039
46 H -2.1893 -0.1708 3.4859  -0.013
47 H -3.1240 3.6289 2.0043  0.013
48 H -1.5548 4.4322 1.9870  0.010
49 H -2.3184 4.0245 3.5179  0.036
50 H 0.8715 1.2121 3.4351  -0.006
51 H 0.3283 2.6801 4.2522  0.036
52 H 1.0430 2.7893 2.6428  0.009
53 H -3.1895 -1.6745 0.9467  -0.014
54 H -4.8724 -1.4379 0.4745  0.043
55 H -4.1926 -0.4913 1.7985  0.019
56 H -2.7265 -1.2686 -2.1334  0.007
57 H -3.0546 0.3048 -2.8989  0.021
58 H -4.3868 -0.7442 -2.4128  0.036
59 H -4.5717 2.4176 0.4894  0.013
60 H -5.6806 1.4485 -0.4775  0.033
61 H -4.4906 2.4784 -1.2702  0.013
62 C 4.5126 1.1404 0.7605  -0.136
63 C 3.0743 0.7120 0.4944  -0.413
64 P 2.7083 -1.0764 0.2989  0.874
65 C 3.8012 -1.5730 -1.0899  -0.383
66 C 4.0472 -3.0767 -1.2071  -0.150
67 C 3.4393 -1.8316 1.7963  -0.416
68 C 3.0880 -3.3076 1.9818  -0.152
69 H 4.5589 2.2148 0.9399  0.071
70 H 5.1654 0.9242 -0.0847  0.062
71 H 4.9227 0.6447 1.6399  0.065
72 H 2.6778 1.1966 -0.4054  0.063
73 H 2.4167 1.0354 1.3099  0.054
74 H 4.7569 -1.0525 -0.9956  0.072
75 H 3.3228 -1.1823 -1.9943  0.068
76 H 4.8240 -3.3968 -0.5117  0.070
77 H 4.3801 -3.3338 -2.2126  0.073
78 H 3.1559 -3.6621 -0.9820  0.054
79 H 3.0211 -1.2563 2.6268  0.057
80 H 4.5206 -1.6719 1.8015  0.082
81 H 2.0279 -3.4765 1.7954  0.041
82 H 3.2971 -3.6169 3.0058  0.078
83 H 3.6620 -3.9528 1.3162  0.052

Density functional theory data (the ωB97M-V functional and the def2-TZVPD basis) for 2 unconnected molecules or ions with the total composition C6H11N3O at a distorted geometry.

## Properties
**Lowest unoccupied orbital energy**: 0.61 eV
**HOMO level**: -10.08 eV
**Gap between HOMO and LUMO**: 10.69 eV
**E**: -12915.0258 eV
**Energy relative to the best compared isomer or geometry (same formula, charge and spin)**: 387.8 kJ/mol

Each line ends with the Löwdin charge.
Geometry (Å):
1 C -1.8283 1.3834 -0.5985  -0.044
2 C -0.3740 1.0680 -0.8053  -0.302
3 N 0.6136 1.8958 -0.1266  0.125
4 C 0.5013 0.4876 0.2582  -0.377
5 C -0.0719 0.2495 1.5888  -0.104
6 N -0.4094 0.4510 2.6994  0.177
7 C 1.6228 -0.4710 -0.0687  -0.259
8 C 1.3702 -1.6832 -0.8874  -0.119
9 N 2.1655 -0.5791 -1.4118  0.029
10 H -2.0142 1.7763 0.4092  0.085
11 H -2.1505 2.1367 -1.3299  0.083
12 H -2.4336 0.4785 -0.7414  0.083
13 H -0.1267 0.7542 -1.8237  0.133
14 H 1.4508 2.0486 -0.6858  0.114
15 H 2.3844 -0.5199 0.7141  0.149
16 H 1.9166 -2.6025 -0.6727  0.107
17 H 0.3603 -1.8173 -1.2834  0.112
18 H 1.6526 -0.0401 -2.1058  0.080
19 O -1.4199 -2.0042 2.3746  -0.169
20 H -1.4466 -1.1475 3.0247  0.078
21 H -1.7631 -1.8648 1.4720  0.017